(1)
Below is 11 unconnected molecules or ions with the total composition C40H114N9O13, with properties calculated with the ωB97M-V functional and the def2-TZVPD basis.

Each line ends with the Mulliken charge.
Cartesian coordinates (Å):
C  -7.56  -15.70  19.11  -1.50
C  -6.09  -15.59  19.52  0.70
C  -5.32  -17.02  19.54  -0.97
O  -3.93  -16.84  19.84  0.11
C  -3.23  -18.03  20.01  -0.58
N  -5.56  -14.66  18.46  0.17
H  -4.76  -14.19  18.87  -0.72
H  -5.26  -15.21  17.67  0.47
H  -6.28  -14.01  18.18  0.47
H  -7.73  -15.97  18.07  0.44
H  -8.19  -14.85  19.37  0.39
H  -7.99  -16.55  19.63  0.46
H  -5.94  -14.95  20.39  -0.16
H  -5.47  -17.51  18.57  0.52
H  -5.70  -17.65  20.34  0.41
H  -3.54  -18.70  19.21  0.47
H  -3.41  -18.55  20.96  0.34
H  -2.18  -17.80  19.84  -0.25
C  2.70  -18.50  15.82  -1.38
C  1.54  -18.54  16.69  1.36
C  0.24  -17.88  16.19  -0.37
O  -0.80  -17.83  17.19  -0.33
C  -1.69  -16.80  17.01  -0.48
N  1.10  -20.04  16.96  -0.25
H  1.74  -20.75  17.27  0.37
H  0.39  -20.12  17.68  0.28
H  0.67  -20.47  16.15  0.39
H  2.78  -17.54  15.30  0.29
H  2.77  -19.30  15.08  0.42
H  3.66  -18.41  16.33  0.42
H  1.72  -18.13  17.68  -0.76
H  -0.18  -18.26  15.25  0.51
H  0.56  -16.87  15.93  -0.14
H  -1.29  -15.80  17.17  0.21
H  -2.50  -17.01  17.70  -0.08
H  -2.08  -16.67  16.00  0.57
C  -4.44  -6.37  15.80  -1.57
C  -4.09  -7.82  16.06  0.27
C  -3.47  -8.12  17.43  -1.10
O  -3.14  -9.40  17.71  0.07
C  -2.86  -9.67  19.04  -0.63
N  -5.34  -8.68  15.98  -0.12
H  -5.62  -8.79  15.02  0.44
H  -5.15  -9.63  16.25  0.11
H  -6.12  -8.26  16.46  0.38
H  -5.13  -5.87  16.48  0.38
H  -5.01  -6.36  14.87  0.48
H  -3.55  -5.81  15.53  0.43
H  -3.48  -8.08  15.20  0.11
H  -4.17  -7.72  18.16  0.48
H  -2.66  -7.44  17.69  0.51
H  -3.21  -10.69  19.14  -0.17
H  -3.60  -9.13  19.63  0.49
H  -1.86  -9.38  19.37  0.33
C  -8.74  -9.49  22.64  -1.42
C  -8.64  -11.04  22.67  0.19
C  -7.95  -11.63  21.40  -0.95
O  -6.59  -11.27  21.38  -0.20
C  -5.84  -11.29  20.22  -0.54
N  -7.84  -11.39  23.88  -0.11
H  -7.86  -12.39  24.02  0.39
H  -6.86  -11.12  23.83  0.17
H  -8.19  -11.05  24.76  0.42
H  -9.27  -9.01  23.46  0.44
H  -9.16  -8.98  21.77  0.42
H  -7.80  -8.94  22.59  0.35
H  -9.60  -11.55  22.61  0.33
H  -8.46  -11.23  20.52  0.51
H  -8.00  -12.71  21.24  0.40
H  -6.17  -10.57  19.47  0.51
H  -5.80  -12.28  19.75  0.10
H  -4.82  -11.10  20.55  0.01
C  -1.98  -11.21  22.77  -1.26
C  -2.56  -12.40  23.60  2.25
C  -2.54  -12.23  25.18  -1.57
O  -1.19  -12.05  25.55  -0.07
C  -0.88  -10.83  26.29  -0.78
N  -4.04  -12.61  23.14  0.27
H  -4.59  -11.83  23.47  0.44
H  -4.12  -12.59  22.14  -0.56
H  -4.58  -13.40  23.46  0.48
H  -0.97  -10.98  23.12  0.10
H  -2.59  -10.32  22.90  0.61
H  -1.95  -11.36  21.69  0.03
H  -2.03  -13.33  23.37  -0.99
H  -2.99  -13.12  25.63  0.37
H  -3.08  -11.32  25.42  0.70
H  -1.35  -9.98  25.80  0.39
H  0.20  -10.68  26.35  0.15
H  -1.25  -10.91  27.32  0.33
C  -1.25  -16.77  28.32  -1.30
C  -2.15  -15.87  27.33  -0.26
C  -1.37  -15.54  25.96  0.52
O  -1.47  -16.73  25.14  -0.49
C  -0.84  -16.55  23.83  -0.24
N  -3.50  -16.60  27.11  -0.15
H  -3.99  -16.17  26.34  0.24
H  -3.42  -17.60  27.01  0.36
H  -4.03  -16.36  27.94  0.40
H  -0.34  -16.21  28.52  0.40
H  -0.92  -17.69  27.83  0.35
H  -1.75  -16.99  29.26  0.44
H  -2.45  -14.96  27.86  0.44
H  -0.33  -15.28  26.14  0.39
H  -1.74  -14.65  25.45  -0.60
H  -0.96  -17.54  23.38  0.27
H  0.16  -16.20  24.08  0.27
H  -1.43  -15.84  23.26  0.04
C  2.08  -13.26  19.85  -1.91
C  2.11  -14.26  18.67  1.14
C  1.91  -13.55  17.36  -0.62
O  1.90  -14.55  16.34  -0.15
C  1.97  -14.15  14.97  -0.81
N  3.54  -14.88  18.63  0.05
H  3.67  -15.28  17.71  0.37
H  4.24  -14.16  18.76  0.44
H  3.67  -15.59  19.33  0.19
H  2.80  -12.48  19.62  0.59
H  2.32  -13.68  20.83  0.50
H  1.13  -12.80  20.12  0.18
H  1.36  -15.05  18.73  -0.21
H  2.60  -12.74  17.15  0.64
H  0.88  -13.18  17.34  -0.26
H  1.21  -13.39  14.80  0.01
H  1.98  -14.92  14.21  0.35
H  2.94  -13.64  14.93  0.45
C  -3.40  -12.40  13.47  -1.42
C  -2.33  -12.46  14.54  0.39
C  -1.32  -11.32  14.65  -0.65
O  -0.32  -11.56  15.69  0.09
C  0.21  -10.37  16.33  -0.50
N  -2.97  -12.73  15.90  0.45
H  -2.27  -12.78  16.64  -0.14
H  -3.76  -12.16  16.17  0.21
H  -3.47  -13.61  15.85  0.39
H  -4.14  -13.19  13.60  0.46
H  -2.90  -12.60  12.52  0.42
H  -3.92  -11.45  13.39  0.31
H  -1.76  -13.39  14.49  0.21
H  -1.81  -10.35  14.69  0.17
H  -0.75  -11.23  13.72  0.48
H  -0.59  -9.66  16.53  0.03
H  0.97  -10.00  15.64  0.37
H  0.71  -10.56  17.28  0.12
C  4.66  -10.67  25.14  -1.35
C  3.91  -10.32  23.93  0.02
C  2.54  -11.05  23.78  -0.21
O  2.71  -12.46  23.43  -0.44
C  1.49  -13.12  23.44  -0.43
N  3.64  -8.80  23.90  -0.25
H  3.02  -8.46  23.18  0.32
H  3.12  -8.54  24.73  0.36
H  4.50  -8.29  23.81  0.39
H  5.70  -10.36  25.26  0.46
H  4.90  -11.73  25.03  0.32
H  4.13  -10.35  26.04  0.40
H  4.48  -10.47  23.01  0.32
H  1.93  -10.49  23.07  0.28
H  2.10  -11.01  24.78  0.05
H  0.74  -12.71  22.76  -0.15
H  1.10  -13.11  24.46  0.58
H  1.57  -14.18  23.20  0.30
C  1.12  -18.40  20.51  -0.75
C  2.19  -17.37  20.62  0.69
O  3.30  -17.49  20.15  -0.48
O  2.01  -16.34  21.37  -0.14
H  0.78  -18.56  21.53  0.27
H  1.34  -19.45  20.32  0.43
H  0.23  -18.03  20.01  -0.01
C  -1.68  -14.58  20.67  -0.18
C  -2.39  -13.66  19.67  -0.17
O  -1.92  -13.54  18.49  -0.84
O  -3.45  -13.20  20.11  -0.06
H  -1.39  -15.53  20.22  -0.01
H  -2.34  -14.77  21.51  0.12
H  -0.82  -14.10  21.13  0.11

Computed properties:
- Total charge: +8
- Lowest unoccupied orbital energy (alpha / beta): -0.5984 / -0.6670 hartree
- F_max: 3.4 eV/Å
- HOMO-LUMO gap (alpha / beta): 8.26 / 6.39 eV
- Multiplicity: 2
- Electronic energy: -3059.552047 Eh

(2)
Below is 16 unconnected molecules or ions with the total composition C40H116N4O16, with properties calculated with the ωB97M-V functional and the def2-TZVPD basis.

Each line ends with the Mulliken charge.
Cartesian coordinates (Å):
C  13.40  -16.39  15.04  -1.14
C  13.16  -15.70  13.73  0.91
C  13.89  -14.39  13.55  -1.68
O  13.59  -16.64  12.80  -0.22
H  12.77  -17.28  15.20  0.09
H  13.10  -15.76  15.89  0.43
H  14.47  -16.61  15.08  0.28
H  12.09  -15.44  13.51  0.23
H  14.97  -14.67  13.46  0.27
H  13.81  -13.79  14.43  0.45
H  13.63  -13.94  12.61  0.39
H  13.01  -17.43  12.81  -0.13
C  13.51  -26.01  13.69  -1.85
C  13.13  -24.87  12.74  2.19
C  14.35  -23.99  12.33  -0.91
O  12.50  -25.31  11.52  -0.58
H  14.38  -25.68  14.35  0.33
H  13.91  -26.86  13.14  0.43
H  12.66  -26.35  14.28  0.39
H  12.36  -24.28  13.19  -0.88
H  14.91  -24.54  11.55  0.39
H  14.95  -23.66  13.20  0.53
H  13.97  -23.05  11.93  -0.31
H  11.54  -25.35  11.76  0.38
C  10.73  -17.11  11.15  -0.94
C  10.48  -18.22  12.18  0.99
C  9.80  -19.42  11.53  -1.37
O  11.72  -18.66  12.59  0.40
H  11.25  -17.64  10.30  -0.01
H  11.35  -16.31  11.58  0.15
H  9.75  -16.63  10.84  0.45
H  9.88  -17.84  13.10  0.16
H  8.84  -19.14  11.12  0.56
H  9.69  -20.16  12.30  0.26
H  10.32  -19.90  10.66  -0.14
H  11.68  -19.62  12.84  -0.31
C  12.76  -22.86  15.59  -1.26
C  11.99  -21.67  15.12  0.80
C  12.41  -20.43  15.81  -1.67
O  12.15  -21.35  13.67  0.02
H  12.65  -22.95  16.68  0.52
H  13.85  -22.71  15.61  0.27
H  12.43  -23.72  15.00  0.11
H  10.96  -21.86  15.31  0.36
H  11.79  -19.58  15.60  0.31
H  13.36  -20.09  15.47  0.28
H  12.49  -20.55  16.86  0.52
H  13.10  -21.19  13.45  -0.05
C  8.74  -26.09  3.90  -1.02
C  8.41  -24.94  2.99  0.52
C  6.95  -24.44  3.05  -1.17
O  9.29  -23.87  3.29  -0.46
H  8.87  -25.84  4.93  0.06
H  9.66  -26.57  3.46  0.32
H  7.98  -26.86  3.84  0.38
H  8.58  -25.38  2.01  0.25
H  6.64  -24.01  4.02  0.16
H  6.21  -25.19  2.75  0.37
H  6.91  -23.56  2.47  0.37
H  10.07  -23.92  2.78  0.24
C  9.41  -22.76  12.54  -0.13
C  9.08  -24.24  12.90  0.06
C  7.54  -24.42  12.78  -1.47
O  9.77  -25.19  12.14  -0.71
H  8.83  -22.05  13.19  0.68
H  9.00  -22.56  11.51  -0.34
H  10.45  -22.54  12.59  -0.06
H  9.38  -24.41  13.91  0.62
H  7.26  -25.44  13.03  0.37
H  7.14  -24.37  11.78  0.00
H  7.03  -23.72  13.43  0.49
H  9.47  -25.15  11.20  0.12
C  18.54  -18.65  10.33  -0.18
O  18.75  -18.82  8.97  -0.56
H  18.95  -17.64  10.55  0.32
H  17.48  -18.63  10.59  -0.28
H  19.05  -19.34  11.04  0.27
H  17.89  -19.04  8.64  0.44
C  16.23  -20.07  6.88  -0.63
O  15.96  -19.31  8.10  -0.01
H  17.15  -19.73  6.36  0.35
H  16.42  -21.15  7.10  0.19
H  15.41  -20.03  6.19  0.22
H  15.03  -19.26  8.24  -0.19
C  14.86  -19.56  11.88  0.77
O  14.61  -20.81  12.41  -0.23
H  15.33  -19.50  10.89  -0.72
H  13.95  -19.07  11.74  -0.56
H  15.50  -18.93  12.56  0.43
H  15.42  -21.36  12.35  -0.13
C  12.80  -21.10  4.40  -0.74
O  13.41  -20.65  5.58  -0.18
H  12.86  -22.22  4.25  0.23
H  11.73  -20.89  4.35  0.18
H  13.32  -20.55  3.61  0.34
H  12.92  -21.00  6.33  0.24
C  12.88  -20.54  8.71  1.02
O  11.89  -21.15  7.91  -0.16
H  12.34  -20.27  9.64  -0.28
H  13.67  -21.21  9.02  0.22
H  13.32  -19.65  8.27  -0.77
H  11.68  -22.03  8.32  -0.01
C  14.51  -15.19  9.52  -0.76
O  14.50  -16.42  10.22  -0.17
H  13.52  -14.78  9.38  0.31
H  15.14  -14.51  10.03  0.39
H  14.84  -15.36  8.46  0.16
H  14.17  -16.32  11.13  0.33
C  5.79  -21.84  9.58  -1.32
C  6.33  -22.05  8.18  0.20
C  7.47  -21.13  7.86  0.01
O  7.69  -21.33  6.50  -0.28
C  8.61  -20.39  5.94  -0.52
N  6.57  -23.53  7.93  -0.61
H  6.66  -21.87  10.30  -0.01
H  5.01  -22.50  9.96  0.36
H  5.34  -20.87  9.82  0.43
H  5.54  -21.77  7.51  0.40
H  8.37  -21.35  8.54  -0.21
H  7.12  -20.10  8.06  0.44
H  8.97  -20.84  5.01  0.27
H  9.44  -20.36  6.57  0.08
H  8.19  -19.35  5.83  0.27
H  7.40  -23.73  8.54  -0.09
H  6.81  -23.58  6.99  0.33
C  12.47  -25.23  7.85  -1.74
C  11.18  -24.66  8.39  0.68
C  10.29  -25.81  8.99  -1.07
O  9.10  -25.20  9.43  0.73
C  7.98  -26.06  9.43  -1.20
N  11.39  -23.58  9.38  0.11
H  13.08  -24.40  7.43  0.32
H  12.30  -25.93  7.01  0.44
H  13.03  -25.67  8.68  0.28
H  10.63  -24.19  7.60  0.51
H  10.81  -26.31  9.79  0.17
H  10.07  -26.60  8.31  0.65
H  8.22  -27.06  9.76  0.43
H  7.58  -26.13  8.44  0.36
H  7.12  -25.70  9.99  0.31
H  10.46  -23.39  9.78  -0.29
H  12.05  -23.89  10.10  -0.18
C  16.46  -22.83  9.96  -0.74
C  17.42  -22.84  11.15  0.72
C  18.87  -23.06  10.75  -1.24
O  19.34  -21.99  10.02  -0.01
C  20.72  -22.03  9.85  -0.92
N  17.14  -21.57  11.89  -0.46
H  16.84  -22.30  9.09  0.33
H  15.53  -22.30  10.28  -0.41
H  16.27  -23.87  9.56  0.38
H  17.17  -23.63  11.84  0.35
H  18.97  -24.07  10.20  0.33
H  19.52  -23.26  11.64  0.49
H  20.93  -21.16  9.26  0.23
H  21.05  -22.89  9.24  0.29
H  21.16  -22.12  10.84  0.38
H  17.57  -20.79  11.39  -0.15
H  17.61  -21.50  12.80  0.29
C  13.39  -13.28  5.62  -1.36
C  13.13  -14.27  4.51  0.27
C  13.24  -15.72  4.92  -0.59
O  12.18  -16.03  5.76  -0.40
C  12.29  -17.30  6.34  -0.59
N  11.86  -13.93  3.91  -0.67
H  14.44  -13.21  6.02  0.30
H  12.72  -13.64  6.40  0.23
H  13.00  -12.35  5.36  0.45
H  13.93  -14.08  3.74  0.34
H  14.19  -15.83  5.38  0.37
H  13.14  -16.29  4.01  0.33
H  11.64  -17.40  7.19  0.31
H  13.32  -17.50  6.63  0.13
H  12.14  -18.08  5.58  0.35
H  11.11  -14.05  4.62  0.26
H  11.59  -14.31  3.00  0.24

Computed properties:
- Total charge: 0
- Lowest unoccupied orbital energy: 0.0201 hartree
- F_max: 3.5 eV/Å
- HOMO-LUMO gap: 9.20 eV
- Electronic energy: -3016.237548 Eh

The lowest electronic energy belongs to which entry?
C40H114N9O13

Among the records above, which one has the highest electronic energy?
C40H116N4O16

Among the records above, which one has the lowest F_max?
C40H114N9O13

Which of these has the highest electronic energy?
C40H116N4O16